The following is a quantum chemistry calculation of a cluster of 2 separate species, C5H6N2O3 in total in a non-equilibrium geometry, from the OMol25 dataset.

Last column: natural (NBO) charge in e.
Atoms and positions in Å:
1 H -0.9730 -2.0981 1.2878  0.373
2 C -2.4387 -0.2384 -0.2958  0.658
3 O -3.0443 -1.0211 -0.9990  -0.553
4 H -2.6300 1.2175 1.0541  0.493
5 H 1.2554 -2.6513 1.1359  0.198
6 N -0.4608 -1.4010 0.5821  -0.582
7 C 1.9118 1.9003 -0.9651  -0.795
8 C 0.8439 -1.8521 0.5219  0.235
9 C -1.0074 -0.4905 -0.1842  0.102
10 H 1.6896 2.2940 -1.9137  0.273
11 C 1.0615 1.8168 -0.0310  0.745
12 H 1.7398 -0.4949 -0.4640  0.341
13 N 1.8894 -1.3101 0.0269  -0.593
14 H 2.9368 1.8799 -0.8544  0.269
15 O -3.0653 0.8492 0.3003  -0.687
16 O 0.2912 1.5999 0.7983  -0.476

Values from the calculation:
charge = 0
molecular weight = 142.1 g/mol
electronic energy = -529.20480 Eh
gap between HOMO and LUMO = 8.98 eV
energy relative to the best compared isomer or geometry (same formula, charge and spin) = 435.7 kJ/mol
HOMO = -9.1 eV